156
Properties=species:S:1:pos:R:3:lowdin_charge:R:1 method="wB97M-V/def2-TZVPD" orbital_gap_ev=9.2 smiles="COC[C@H](C)N.COC[C@H](C)N.COC[C@H](C)N.COC[C@H](C)N.COC[C@H](C)N.COC[C@H](C)N.NC(N)=O.NC(N)=O.NC(N)=O.OCCO.OCCO.OCCO" mol_weight_g_mol=901.200 total_energy_ev=-84368.174
O 12.617 16.628 19.653 -0.226
O 10.598 15.307 15.126 -0.116
O 15.708 15.739 13.050 -0.145
O 19.388 13.393 9.994 -0.214
O 14.137 10.721 14.994 -0.229
O 13.081 15.082 14.544 -0.058
O 17.867 19.116 12.246 -0.191
O 15.929 17.318 17.429 -0.212
O 9.835 20.033 14.522 0.020
O 10.352 13.872 18.910 -0.007
O 15.749 9.573 10.679 -0.064
O 15.921 12.476 12.769 -0.050
O 12.375 21.251 16.510 -0.217
O 7.584 15.472 14.337 -0.108
O 13.380 13.700 12.051 -0.031
N 17.040 15.417 20.362 0.023
N 14.411 15.045 10.620 0.181
N 18.159 14.393 13.280 0.035
N 12.541 13.839 9.855 0.162
N 11.835 16.113 23.182 0.025
N 13.862 21.304 13.037 0.062
N 19.305 17.641 15.254 0.032
N 12.675 13.987 18.686 0.177
N 9.552 17.849 14.015 0.114
N 11.508 12.460 17.529 0.128
N 10.172 18.567 16.164 0.176
N 15.070 11.372 17.638 0.029
C 13.394 14.184 10.898 -0.582
C 9.704 14.215 15.020 -0.229
C 13.557 19.393 14.489 -0.077
C 11.353 22.127 16.875 -0.122
C 19.155 18.642 14.192 -0.453
C 9.902 18.871 14.861 -0.698
C 15.345 18.575 17.690 -0.083
C 11.441 13.483 18.444 -0.669
C 16.200 10.288 11.875 -0.207
C 11.705 17.045 18.602 -0.103
C 20.502 18.868 13.512 -0.052
C 8.248 14.654 15.338 -0.218
C 12.909 14.422 21.801 -0.070
C 18.066 18.147 13.255 -0.209
C 15.216 9.968 17.033 -0.409
C 18.368 15.549 18.319 -0.015
C 15.925 16.446 18.570 -0.214
C 12.649 15.928 21.986 -0.437
C 18.932 12.959 8.750 -0.109
C 20.041 12.949 12.605 -0.043
C 14.282 15.328 15.116 -0.267
C 15.189 9.069 18.253 -0.085
C 19.124 14.144 12.199 -0.390
C 13.148 20.811 14.213 -0.460
C 17.272 16.287 19.191 -0.421
C 15.124 16.219 14.263 -0.219
C 13.252 21.661 15.468 -0.197
C 13.091 10.896 14.097 -0.108
C 15.671 11.668 11.688 -0.337
C 18.390 13.776 10.946 -0.183
C 11.885 16.637 20.914 -0.190
C 14.032 9.767 16.099 -0.166
C 17.076 18.619 11.193 -0.121
H 18.649 16.170 17.474 0.042
H 15.283 16.796 19.371 0.110
H 15.164 18.976 16.673 0.073
H 13.062 10.004 16.610 0.118
H 16.169 8.998 18.722 0.074
H 12.147 11.186 14.680 0.105
H 17.123 18.015 13.862 0.122
H 18.477 17.249 12.793 0.112
H 14.595 11.510 11.592 0.103
H 13.413 22.044 12.583 0.047
H 14.298 21.578 15.884 0.138
H 16.125 18.076 11.416 0.084
H 17.266 10.349 12.046 0.113
H 15.706 9.925 12.802 0.121
H 13.507 13.507 18.319 0.099
H 15.799 11.531 18.306 0.055
H 12.251 15.786 24.036 0.072
H 18.514 13.794 8.122 0.099
H 9.634 13.702 14.051 0.126
H 15.988 19.122 18.365 0.087
H 16.363 8.893 10.395 0.077
H 10.897 16.285 18.426 0.092
H 9.324 18.065 12.965 0.170
H 12.319 11.780 17.475 0.092
H 16.812 19.550 10.525 0.122
H 15.543 15.509 18.188 0.115
H 16.040 16.602 14.929 0.138
H 11.957 13.890 21.515 0.098
H 12.832 19.007 15.196 0.070
H 18.447 17.459 15.842 0.071
H 18.029 12.417 9.031 0.068
H 10.558 12.089 17.428 0.103
H 9.915 13.555 15.766 0.048
H 16.013 12.036 10.660 0.132
H 10.892 22.555 15.937 0.108
H 20.497 19.450 12.552 0.095
H 12.208 17.197 17.658 0.067
H 14.126 15.772 16.099 0.115
H 12.924 13.923 8.923 0.099
H 15.323 13.194 12.595 0.039
H 14.461 9.497 18.936 0.078
H 10.943 16.119 20.852 0.127
H 14.887 14.402 15.241 0.133
H 17.800 14.657 10.577 0.147
H 13.669 16.470 22.229 0.168
H 10.971 15.662 23.050 0.055
H 8.184 16.266 14.171 0.057
H 17.842 12.857 11.206 0.102
H 10.622 21.637 17.520 0.085
H 17.764 13.473 13.594 0.094
H 7.664 13.773 15.383 0.095
H 14.344 15.633 9.840 0.082
H 12.037 12.974 10.024 0.109
H 13.284 11.610 13.304 0.058
H 14.940 8.016 17.951 0.092
H 13.678 14.148 21.132 0.036
H 14.634 19.436 14.666 0.070
H 10.233 17.060 14.197 0.093
H 17.953 15.300 20.802 0.069
H 11.814 17.657 21.249 0.125
H 13.032 22.675 15.144 0.116
H 8.217 15.131 16.364 0.132
H 18.555 14.914 14.057 0.084
H 12.901 9.911 13.730 0.077
H 13.395 18.859 13.494 0.102
H 19.749 15.023 12.105 0.133
H 13.244 13.903 22.735 0.084
H 17.513 17.282 19.514 0.127
H 11.813 22.962 17.404 0.080
H 19.629 12.284 8.251 0.092
H 14.505 17.074 14.018 0.085
H 16.489 15.903 21.080 0.074
H 18.835 19.547 14.642 0.119
H 20.679 13.047 13.475 0.069
H 10.126 17.600 16.541 0.098
H 12.647 14.826 19.248 0.046
H 11.582 15.162 15.202 0.060
H 20.821 17.823 13.319 0.079
H 17.888 14.628 18.096 0.061
H 19.292 15.417 18.909 0.079
H 16.574 15.235 13.146 0.048
H 15.273 11.962 16.779 0.086
H 13.185 14.515 13.749 0.085
H 20.004 17.947 15.902 0.059
H 14.794 21.596 13.243 0.065
H 12.057 20.811 13.953 0.138
H 16.208 9.818 16.593 0.136
H 10.467 19.330 16.747 0.080
H 14.347 18.472 18.158 0.086
H 21.212 19.294 14.236 0.074
H 11.248 18.001 18.828 0.081
H 14.903 15.450 11.432 0.076
H 20.658 12.560 11.816 0.064
H 13.931 8.707 15.772 0.132
H 17.703 17.981 10.593 0.067
H 19.396 12.116 12.966 0.080

157
Properties=species:S:1:pos:R:3:lowdin_charge:R:1 method="wB97M-V/def2-TZVPD" orbital_gap_ev=8.6 mol_weight_g_mol=831.233 total_energy_ev=-75446.236
O -0.622 -1.176 4.419 -0.177
O 4.627 -0.816 1.028 -0.106
O 0.155 3.358 -2.781 -0.119
O -5.527 -2.219 2.375 -0.175
O 0.527 1.371 -4.752 -0.072
O -3.956 -4.140 -0.512 -0.180
O 3.200 2.143 1.057 -0.261
O 3.918 -3.560 1.135 -0.085
O 8.982 2.648 -0.982 -0.181
O 0.914 -3.856 -2.944 -0.215
O -0.918 -0.328 -0.976 -0.203
O -3.851 3.010 3.124 -0.195
O 2.927 1.012 -3.378 -0.066
N 1.355 3.880 -0.108 0.077
N -7.849 -0.519 0.185 0.029
N -0.916 -1.256 -4.782 0.038
N -5.052 3.856 0.621 0.040
N -0.364 -3.260 -0.185 0.077
N 5.991 1.086 -2.357 0.048
N 2.637 0.557 -0.455 0.049
N 0.533 -4.645 4.359 0.039
C -0.362 -3.528 4.711 -0.454
C 2.815 4.037 -0.296 -0.435
C 6.126 2.626 -0.426 -0.053
C 0.262 0.470 -0.963 -0.171
C 0.332 -2.214 4.406 -0.218
C -6.442 -1.209 2.028 -0.215
C -2.595 3.829 0.759 -0.053
C -2.018 0.315 -1.540 -0.099
C 3.590 3.495 0.878 -0.196
C 3.152 5.446 -0.730 -0.052
C -0.784 -3.676 6.155 -0.062
C 1.183 -0.552 1.101 -0.045
C -2.655 -3.783 -0.959 -0.203
C -0.753 4.420 -3.026 -0.300
C -1.655 -3.843 0.182 -0.396
C 6.772 2.184 -1.742 -0.391
C 8.166 1.645 -1.500 -0.256
C 2.280 -4.156 -2.698 -0.077
C 3.837 1.557 2.165 -0.090
C -0.035 0.091 4.573 -0.106
C -3.985 2.159 2.000 -0.219
C -5.427 -0.671 -0.190 -0.065
C -4.889 -4.063 -1.552 -0.128
C 0.759 -2.731 -3.768 -0.217
C 10.259 2.166 -0.588 -0.097
C -1.499 -3.627 -4.414 -0.055
C -6.622 -1.274 0.533 -0.404
C 1.429 -0.298 -0.374 -0.365
C -2.183 3.906 -3.148 -0.069
C -2.206 -3.142 1.439 -0.033
C -5.431 -2.386 3.762 -0.113
C -4.136 2.337 4.329 -0.105
C -0.714 -2.426 -3.907 -0.416
C -3.867 2.972 0.743 -0.423
H 4.931 1.614 2.125 0.093
H -2.666 -2.757 -1.359 0.108
H -0.008 -5.501 4.274 0.070
H 2.720 5.690 -1.701 0.077
H -3.144 1.447 2.059 0.136
H -6.773 -2.288 0.166 0.128
H -1.304 -4.537 -3.852 0.072
H -2.841 4.642 -3.605 0.077
H -0.460 -2.272 -0.417 0.033
H 5.260 -1.008 0.330 0.044
H 2.830 -4.283 -3.630 0.091
H -3.815 2.959 5.166 0.089
H 4.229 5.570 -0.901 0.079
H -5.206 2.122 4.435 0.091
H 0.099 1.402 -0.401 0.117
H -1.708 3.188 0.774 0.071
H -5.209 4.290 1.524 0.066
H -5.896 -4.170 -1.148 0.084
H 0.554 0.392 3.701 0.067
H 1.214 -2.874 -4.763 0.135
H -4.774 -4.890 -2.271 0.089
H 0.089 -3.813 6.796 0.080
H 0.690 0.097 5.403 0.089
H 0.862 -4.511 3.401 0.069
H -4.884 1.543 2.113 0.097
H 0.240 0.433 -4.668 0.028
H 2.842 0.877 -1.406 0.051
H 5.218 3.219 -0.599 0.044
H -2.237 1.286 -1.078 0.072
H -1.468 -4.878 0.482 0.138
H -4.814 -3.113 -2.098 0.080
H 0.957 3.821 -1.044 0.032
H -2.577 4.444 1.654 0.081
H 0.485 1.560 -5.696 0.076
H 1.080 0.408 1.618 0.077
H -7.872 0.400 0.624 0.071
H 3.517 2.005 3.117 0.101
H -0.005 -3.620 -1.072 0.051
H 3.074 3.410 -1.171 0.133
H -5.521 -0.605 -1.277 0.077
H 1.278 -1.868 -3.316 0.117
H 5.020 1.397 -2.385 0.038
H -4.657 -3.128 3.962 0.083
H -2.796 -3.884 1.979 0.079
H 1.158 -2.074 5.117 0.134
H 0.769 -2.297 3.399 0.110
H -2.547 3.589 -2.170 0.046
H 1.233 2.930 0.239 0.038
H 4.663 3.503 0.645 0.065
H -7.804 -0.273 -0.800 0.063
H -0.473 4.976 -3.931 0.111
H 2.873 6.196 0.013 0.082
H -1.399 -2.780 2.073 0.053
H 2.166 1.347 -3.884 0.006
H 0.455 0.775 -2.003 0.110
H 0.203 -1.012 1.249 0.067
H -5.131 0.307 0.197 0.061
H -2.575 -3.438 -4.425 0.079
H 1.662 -1.197 -0.947 0.128
H 10.848 3.018 -0.259 0.086
H -0.649 5.154 -2.225 0.110
H 8.548 1.202 -2.433 0.128
H 3.969 -2.583 1.182 -0.014
H 3.562 0.502 2.227 0.068
H 6.738 3.305 0.177 0.100
H -1.225 -3.828 -5.458 0.084
H -1.868 0.540 -2.608 0.081
H 2.706 -3.359 -2.072 0.083
H -1.276 -2.768 6.511 0.076
H -4.532 -1.298 -0.053 0.058
H -3.871 2.358 -0.161 0.105
H -5.152 -1.455 4.274 0.086
H -6.349 -2.757 4.239 0.089
H 3.908 -0.283 0.583 0.007
H -4.909 4.577 -0.072 0.060
H 4.490 -3.800 0.401 0.016
H -1.449 -4.532 6.265 0.074
H 8.096 0.773 -0.822 0.129
H -3.552 1.408 4.430 0.084
H -2.379 -4.514 -1.734 0.120
H -1.144 -2.148 -2.942 0.111
H -2.853 -2.293 1.204 0.070
H -1.245 -3.580 4.062 0.111
H 2.434 1.431 0.038 0.012
H 10.157 1.469 0.256 0.089
H -0.791 0.820 4.856 0.081
H 5.927 0.295 -1.720 0.057
H 3.192 0.203 -3.829 0.053
H 1.932 -1.175 1.581 0.075
H -7.410 -1.336 2.523 0.131
H -1.912 -1.043 -4.769 0.089
H 2.294 -5.030 -2.051 0.097
H 6.828 3.032 -2.427 0.144
H -2.160 3.013 -3.780 0.069
H -2.897 -0.319 -1.436 0.070
H -6.028 -0.231 2.307 0.109
H -0.780 -1.492 -5.766 0.089
H -2.544 4.440 -0.140 0.059
H 10.745 1.645 -1.421 0.088
H 0.111 2.746 -3.529 0.032
H 3.425 4.134 1.756 0.145
H 5.844 1.768 0.189 0.076

71
Properties=species:S:1:pos:R:3:lowdin_charge:R:1 method="wB97M-V/def2-TZVPD" orbital_gap_ev=4.3 total_charge=-1 mol_weight_g_mol=735.646 total_energy_ev=-108557.464
Ca 0.948 0.452 1.632 1.374
Cl -3.692 5.252 -0.856 0.642
Cl -0.831 6.728 -1.343 0.634
S 0.762 -0.407 -2.253 0.769
O 1.516 0.153 -1.152 -0.315
O -3.355 1.632 2.190 -0.025
O 2.933 4.361 0.183 -0.031
O -0.111 0.398 -3.064 -0.288
N 3.493 1.218 1.736 0.028
N 0.464 -1.672 0.687 -0.076
N 1.341 2.788 0.856 -0.012
N -0.425 -1.490 -1.570 -0.014
N -0.711 -0.270 3.717 0.047
N -1.128 1.700 1.633 -0.033
N -1.616 -2.575 -0.076 0.034
C 2.751 -2.256 -2.974 -0.048
C -2.306 3.449 0.529 -0.065
C 1.701 -0.912 -4.710 -0.035
C 1.862 -1.269 -3.377 -0.263
C -2.237 4.599 -0.239 -0.692
C 4.536 0.625 2.333 -0.150
C 2.593 -1.456 -5.663 -0.059
C 0.198 3.466 0.561 -0.212
C -1.806 -1.568 -2.100 -0.122
C 3.732 2.322 0.990 -0.174
C 5.050 2.760 0.730 -0.003
C -4.592 -1.943 -2.053 -0.064
C -3.145 -0.429 3.879 -0.013
C 5.861 1.001 2.133 -0.076
C -3.014 -1.321 4.895 -0.060
C -2.061 -3.157 1.077 -0.129
C -3.850 -2.545 -1.001 -0.171
C -1.726 -1.660 5.410 -0.058
C -2.452 -2.355 -1.136 -0.104
C -3.987 -1.177 -3.045 -0.093
C 2.596 3.239 0.628 -0.470
C 6.106 2.057 1.255 -0.074
C -0.622 -1.068 4.799 -0.159
C -2.180 1.219 2.349 -0.446
C -0.968 5.239 -0.508 -0.702
C -1.971 0.106 3.342 -0.181
C 0.233 4.682 -0.108 -0.080
C 3.499 -2.426 -5.281 -0.071
C -2.563 -0.988 -3.118 -0.053
C -1.126 2.830 0.897 -0.226
C 3.645 -2.743 -3.920 -0.070
C -0.393 -1.944 -0.256 -0.428
C -3.371 -3.561 1.171 -0.125
C -4.261 -3.336 0.103 -0.111
H 2.595 -1.062 -6.637 0.090
H 1.187 5.225 -0.297 0.100
H 0.383 -1.205 5.182 0.095
H 2.787 -2.656 -1.963 0.122
H 5.121 3.719 0.199 0.121
H -3.864 -1.763 5.378 0.097
H -2.073 -0.467 -3.919 0.074
H -1.579 -2.421 6.152 0.086
H -3.260 3.039 0.781 0.085
H -5.262 -3.714 0.161 0.068
H 4.453 -3.337 -3.563 0.094
H 0.863 -0.249 -4.961 0.118
H -4.077 -0.063 3.405 0.132
H -3.693 -3.965 2.125 0.093
H 4.339 -0.181 3.024 0.096
H 6.651 0.503 2.672 0.093
H -1.346 -3.333 1.862 0.077
H 0.547 -2.493 1.293 0.031
H -4.639 -0.686 -3.732 0.081
H 7.139 2.359 1.051 0.108
H -5.668 -2.030 -2.117 0.092
H 4.076 -2.966 -6.011 0.100

70
Properties=species:S:1:pos:R:3:nbo_charge:R:1 method="wB97M-V/def2-TZVPD" orbital_gap_ev=5.2 total_charge=-2 mol_weight_g_mol=689.323 total_energy_ev=-79277.442
Cl -1.246 -5.768 5.192 -0.089
Mg 0.401 -0.352 0.393 1.742
F -1.937 0.601 -5.712 -0.327
F -1.102 2.725 -4.232 -0.330
F -1.612 -1.927 -4.755 -0.330
F 0.001 2.359 -1.832 -0.348
F -0.524 -2.343 -2.361 -0.349
O 0.618 1.646 0.919 -0.854
O 0.428 -0.877 2.419 -0.765
O 0.972 -2.306 0.050 -0.826
N 2.523 0.060 0.198 -0.463
N -1.765 -1.314 0.683 -0.531
N 2.870 1.394 0.419 -0.490
N -2.421 1.260 0.160 -0.384
C -0.756 -4.311 4.332 -0.140
C -1.204 -0.876 -4.004 0.211
C 0.055 -1.944 2.968 0.446
C 3.314 -2.140 -0.294 -0.527
C -0.382 1.232 -2.495 0.339
C 2.104 -2.812 -0.197 0.495
C 0.406 -3.633 4.729 -0.205
C 1.201 5.640 1.877 -0.236
C 2.048 3.531 1.054 0.014
C 0.789 -2.493 4.079 -0.294
C -1.369 0.402 -4.500 0.237
C 2.414 6.254 1.593 -0.250
C 1.809 2.073 0.774 0.533
C -1.994 -2.251 1.526 0.169
C 1.021 4.290 1.605 -0.214
C 3.507 -0.736 -0.075 0.281
C -1.122 -2.684 2.585 -0.190
C -0.633 -1.041 -2.750 0.341
C 2.098 -4.320 -0.393 -0.677
C -3.865 0.624 -1.686 -0.099
C -3.353 -2.042 -1.026 -0.273
C -2.746 -1.058 -0.287 0.254
C -4.475 -0.420 -2.422 -0.212
C 4.919 -0.206 -0.154 -0.666
C 3.263 4.153 0.771 -0.203
C -4.229 -1.719 -2.085 -0.207
C -4.005 1.992 -2.015 -0.146
C -3.027 0.311 -0.595 0.119
C -0.943 1.472 -3.740 0.212
C -3.345 2.932 -1.281 -0.269
C 3.444 5.502 1.037 -0.242
C -2.558 2.510 -0.184 0.073
C -0.226 -0.014 -1.923 -0.565
C -1.504 -3.836 3.289 -0.183
H 4.981 0.591 -0.897 0.221
H 2.556 7.309 1.799 0.187
H 5.615 -1.005 -0.411 0.187
H 5.208 0.241 0.799 0.221
H -3.078 -3.074 -0.854 0.217
H 4.051 3.550 0.341 0.233
H 1.403 -4.565 -1.200 0.212
H 4.197 -2.727 -0.517 0.177
H 1.686 -1.961 4.371 0.213
H 0.993 -4.023 5.553 0.202
H -4.663 -2.521 -2.670 0.201
H -5.104 -0.172 -3.270 0.197
H 1.719 -4.789 0.518 0.210
H 4.393 5.974 0.807 0.189
H 0.391 6.217 2.309 0.191
H -4.612 2.271 -2.870 0.200
H 3.085 -4.721 -0.625 0.185
H 0.084 3.787 1.813 0.234
H -2.003 3.230 0.410 0.198
H -2.406 -4.359 2.990 0.200
H -3.397 3.984 -1.531 0.207
H -2.958 -2.777 1.481 0.137